Entry 1:
47
Properties=species:S:1:pos:R:3:forces:R:3:nbo_charge:R:1 method="wB97M-V/def2-TZVPD" e_above_lowest_kcal_mol=123.0 smiles="COC1(OC)[C@H](/C=C/c2ccc(C)cc2)C(C#N)(C#N)C1(OC)OC" homo_lumo_gap_ev=8.980 e_homo_ev=-8.320
C -0.277177 -1.355792 -3.322452 0.113 -0.020 0.047 -0.257
H -0.360382 -1.907711 -4.255768 -0.029 0.116 -0.024 0.202
H 0.584806 -0.684206 -3.360914 -0.040 0.000 -0.062 0.181
H -1.187453 -0.773113 -3.156072 -0.008 0.008 -0.020 0.174
O -0.111111 -2.336849 -2.310565 0.053 -0.013 0.241 -0.528
C 0.182502 -1.828108 -1.055763 -0.181 -0.095 -0.207 0.513
O 1.430217 -1.204030 -0.993306 -0.417 -0.046 0.088 -0.547
C 2.571400 -1.956758 -1.372732 0.063 -0.063 -0.004 -0.256
H 2.347988 -2.606915 -2.221798 0.056 0.030 0.018 0.182
H 3.321126 -1.220737 -1.658856 0.028 -0.109 -0.017 0.199
H 2.942316 -2.544584 -0.531508 0.000 0.016 -0.037 0.188
C -0.811227 -0.856538 -0.354254 0.129 0.149 -0.278 -0.231
C -0.527237 0.604045 -0.387359 -0.153 0.056 0.221 -0.194
C -0.704518 1.408085 0.658939 -0.089 -0.466 -0.345 -0.189
C -0.460112 2.840503 0.705860 0.073 0.558 0.109 -0.001
C -0.808952 3.543513 1.860509 0.047 -0.188 -0.174 -0.187
C -0.602249 4.904540 1.956389 0.050 0.136 -0.088 -0.216
C -0.036255 5.615082 0.904540 -0.077 -0.061 0.055 -0.012
C 0.318424 4.917406 -0.244755 -0.020 0.005 0.016 -0.201
C 0.112365 3.556687 -0.346097 -0.051 -0.109 0.118 -0.206
H 0.406959 3.045485 -1.249493 0.041 -0.056 -0.109 0.205
H 0.764526 5.451812 -1.071946 0.035 0.052 -0.082 0.206
C 0.211283 7.087591 1.017524 0.076 -0.014 0.034 -0.627
H -0.532450 7.558313 1.656474 -0.025 0.084 0.017 0.217
H 0.190197 7.562202 0.039170 -0.004 0.083 -0.031 0.215
H 1.193299 7.265748 1.457551 0.041 0.098 0.016 0.222
H -0.882824 5.426034 2.860552 -0.037 0.055 0.084 0.210
H -1.249956 3.009805 2.690375 -0.039 -0.074 0.078 0.210
H -1.082437 0.989036 1.584930 -0.003 -0.075 0.081 0.200
H -0.161555 0.974913 -1.332241 0.058 0.153 -0.116 0.210
H -1.826574 -1.089000 -0.694741 0.137 -0.103 0.108 0.253
C -0.540210 -1.621843 0.977011 0.189 -0.234 -0.584 -0.351
C -1.640193 -1.738147 1.889725 -0.425 -0.112 0.232 0.315
N -2.525045 -1.786355 2.613001 -0.366 -0.037 0.258 -0.283
C 0.611967 -1.115573 1.687260 0.214 0.107 0.189 0.326
N 1.506213 -0.735930 2.287275 0.441 0.194 0.334 -0.277
C -0.118005 -2.860891 0.095681 0.321 -0.342 -0.249 0.579
O 0.918157 -3.579130 0.670323 -0.276 0.316 0.104 -0.541
C 1.327597 -4.729054 -0.063550 -0.061 -0.020 -0.061 -0.257
H 1.257358 -4.550296 -1.137324 0.063 -0.060 -0.013 0.190
H 0.709756 -5.592368 0.195984 0.039 0.037 -0.038 0.182
H 2.359266 -4.918038 0.226464 -0.033 -0.043 -0.060 0.200
O -1.181054 -3.642357 -0.319296 0.155 0.277 -0.031 -0.533
C -1.789001 -4.468624 0.671451 -0.184 -0.076 0.149 -0.272
H -1.968394 -5.439327 0.209097 0.029 0.028 0.055 0.196
H -1.143195 -4.586960 1.542942 -0.030 -0.045 -0.017 0.192
H -2.740156 -4.031566 0.981763 0.097 -0.096 -0.006 0.199

***

Entry 2:
53
Properties=species:S:1:pos:R:3:forces:R:3:nbo_charge:R:1 method="wB97M-V/def2-TZVPD" e_above_lowest_kcal_mol=2.4 smiles="COC(=O)c1sc(N)c(C(=O)OC)c1COC(=O)CCNS(=O)(=O)c1ccc(C)cc1" homo_lumo_gap_ev=8.329 e_homo_ev=-7.870
C 1.825929 -0.766913 -5.252253 0.087 -0.315 -0.287 -0.257
H 1.088968 -1.570817 -5.311323 0.063 0.070 -0.030 0.193
H 2.814893 -1.182717 -5.457554 -0.102 0.042 -0.027 0.195
H 1.587996 0.023280 -5.959823 0.005 -0.033 0.033 0.193
O 1.798893 -0.169079 -3.967885 -0.082 0.226 0.189 -0.518
C 2.137348 -0.974590 -2.940132 0.105 -0.408 -0.027 0.777
O 2.462460 -2.130442 -3.088835 -0.097 0.138 -0.147 -0.607
C 2.076357 -0.254696 -1.683232 0.162 0.351 0.571 -0.348
C 2.158757 -0.725471 -0.395938 0.009 0.170 -0.545 0.059
C 2.021114 0.297269 0.581850 -0.026 0.227 -0.066 -0.250
C 1.786908 1.539352 0.008005 0.240 -0.305 -0.285 0.094
N 1.646819 2.731724 0.629813 -0.125 0.294 0.047 -0.792
H 1.278243 3.500829 0.097137 -0.017 -0.005 0.099 0.392
H 1.439206 2.686381 1.616301 -0.018 0.077 -0.077 0.427
S 1.790666 1.464364 -1.721181 0.056 -0.142 0.443 0.425
C 2.033268 0.020858 2.026544 0.514 0.081 -0.019 0.812
O 2.413222 -1.003986 2.531359 -0.074 -0.017 -0.029 -0.607
O 1.625398 1.089041 2.753187 0.002 0.155 -0.252 -0.552
C 1.394387 0.874148 4.139780 0.000 -0.224 0.385 -0.273
H 1.740578 1.761817 4.667953 -0.038 -0.051 -0.028 0.186
H 1.942098 -0.008768 4.473084 -0.064 0.166 0.026 0.215
H 0.322424 0.730321 4.293593 0.111 0.029 0.007 0.208
C 2.277094 -2.184321 -0.074026 0.365 -0.203 -0.391 -0.124
H 2.411056 -2.748307 -1.002231 -0.015 0.111 0.283 0.236
H 3.106080 -2.357430 0.614735 -0.142 0.013 -0.167 0.233
O 1.135185 -2.696434 0.624448 0.087 -0.118 0.342 -0.486
C -0.067801 -2.472485 0.130775 -0.483 -0.606 -0.198 0.849
O -0.310792 -1.893017 -0.899999 0.072 -0.189 -0.149 -0.650
C -1.137509 -3.161195 0.969466 0.057 0.293 -0.199 -0.528
H -1.229881 -4.177591 0.579279 0.047 0.000 0.021 0.239
H -0.790973 -3.214554 2.000780 -0.034 -0.110 0.009 0.237
C -2.488452 -2.441536 0.859389 0.246 -0.312 -0.457 -0.240
N -2.732070 -1.439835 1.874409 0.383 0.917 0.211 -0.852
S -1.705434 -0.115359 1.898981 -0.569 -0.105 0.360 2.330
O -0.357487 -0.496644 1.579627 -0.647 -0.009 -0.108 -0.969
O -1.922392 0.518336 3.170392 -0.295 0.040 -0.044 -0.952
C -2.338775 0.912305 0.595678 0.287 -0.388 0.292 -0.372
C -1.748904 0.874445 -0.652090 0.177 -0.106 -0.065 -0.192
C -2.233289 1.700731 -1.651908 -0.120 0.061 0.121 -0.167
C -3.301574 2.557778 -1.409048 0.101 -0.065 0.008 0.012
C -3.881294 2.573075 -0.142153 0.089 -0.110 0.090 -0.228
C -3.401354 1.753987 0.863285 -0.184 0.093 0.095 -0.154
H -3.823352 1.760230 1.855308 -0.130 0.079 0.108 0.238
H -4.711567 3.235446 0.054528 -0.070 0.077 0.044 0.215
C -3.838475 3.437722 -2.494829 -0.048 -0.039 -0.007 -0.636
H -4.711509 2.969902 -2.950085 -0.060 0.026 -0.078 0.227
H -4.147284 4.401330 -2.096328 -0.022 0.086 -0.027 0.220
H -3.095304 3.594751 -3.271900 0.018 0.051 -0.077 0.219
H -1.772641 1.678037 -2.628156 0.068 0.002 -0.108 0.211
H -0.931122 0.195599 -0.832015 0.146 -0.036 -0.083 0.265
H -2.798853 -1.818822 2.807950 0.007 0.116 0.274 0.402
H -2.531331 -1.931352 -0.107506 -0.103 -0.235 -0.041 0.233
H -3.310586 -3.159486 0.911416 0.062 0.139 -0.040 0.214

***

Entry 3:
49
Properties=species:S:1:pos:R:3:forces:R:3:nbo_charge:R:1 method="wB97M-V/def2-TZVPD" e_above_lowest_kcal_mol=114.8 smiles="COc1cccc(NC(=O)c2cc([N+](=O)[O-])ccc2N2CCN(C)CC2)c1" homo_lumo_gap_ev=7.941 e_homo_ev=-8.287
C 2.900530 -1.676012 4.155679 0.167 -0.108 -0.151 -0.253
H 3.680063 -2.073074 4.803973 -0.033 0.015 -0.088 0.200
O 1.960334 -1.076324 5.015786 -0.280 0.158 0.130 -0.490
C 0.854879 -0.504147 4.471778 -0.290 0.195 0.100 0.336
C -0.047110 0.063336 5.373731 0.201 -0.115 0.047 -0.279
C -1.196623 0.667501 4.909450 0.110 -0.057 -0.044 -0.175
C -1.467284 0.720021 3.553554 -0.004 -0.023 -0.189 -0.296
C -0.571285 0.154633 2.652553 0.060 -0.017 0.419 0.254
C 0.591775 -0.456043 3.108282 0.370 -0.220 -0.028 -0.381
H 1.264443 -0.889455 2.390217 0.041 -0.028 -0.007 0.261
N -0.878787 0.239351 1.287591 -0.337 0.210 0.041 -0.622
C -0.212554 -0.278885 0.219421 -0.238 -0.094 -0.191 0.677
O 0.815237 -0.923839 0.280032 0.052 -0.021 0.085 -0.613
C -0.912774 -0.028934 -1.083187 0.088 0.005 -0.223 -0.233
C -2.226177 -0.441675 -1.179020 -0.353 0.006 -0.335 -0.131
C -2.887746 -0.443304 -2.403396 1.415 0.412 0.082 -0.051
C -2.204875 -0.058296 -3.557529 -0.407 -0.208 0.256 -0.125
C -0.903567 0.360530 -3.472776 0.203 0.003 0.121 -0.303
C -0.218138 0.421325 -2.238416 -0.481 -0.063 0.008 0.358
N 1.040354 0.918307 -2.173213 0.231 -0.084 -0.033 -0.433
C 1.960267 0.910218 -3.286555 0.286 -0.221 -0.175 -0.217
H 1.576484 0.291030 -4.095316 -0.015 0.060 0.032 0.214
C 3.297733 0.325424 -2.821675 -0.099 0.166 -0.175 -0.226
N 3.839879 1.117638 -1.735343 -0.038 0.036 -0.074 -0.441
C 5.164290 0.677213 -1.355457 -0.059 0.024 -0.025 -0.405
H 5.539645 1.326549 -0.566243 0.081 -0.011 0.042 0.202
H 5.826339 0.757136 -2.216298 0.088 -0.025 0.002 0.200
H 5.179444 -0.362139 -0.993688 0.012 -0.041 0.019 0.166
C 2.918312 1.088091 -0.612437 -0.138 0.109 0.042 -0.244
C 1.578314 1.665617 -1.060068 0.194 -0.008 0.437 -0.212
H 0.874091 1.688260 -0.230922 0.040 0.096 -0.072 0.214
H 1.746262 2.697150 -1.401792 -0.048 -0.032 0.104 0.198
H 3.325774 1.703761 0.192412 -0.010 0.003 0.014 0.203
H 2.761529 0.064759 -0.236061 0.066 0.133 -0.026 0.203
H 4.003668 0.344147 -3.655047 -0.016 -0.033 -0.004 0.205
H 3.139226 -0.724872 -2.517479 0.015 0.023 -0.040 0.173
H 2.122542 1.932656 -3.650568 -0.007 -0.052 -0.074 0.194
H -0.410153 0.694450 -4.370746 0.036 0.063 -0.055 0.221
H -2.726719 -0.073765 -4.501937 0.005 0.015 -0.049 0.248
N -4.247814 -0.848558 -2.472702 -0.812 -0.236 -0.018 0.529
O -4.763194 -0.935268 -3.572840 -0.080 -0.022 -0.058 -0.390
O -4.826683 -1.078546 -1.424249 -0.102 -0.054 0.036 -0.397
H -2.753542 -0.818407 -0.313958 0.005 -0.004 0.040 0.247
H -1.743003 0.725499 1.087711 0.230 -0.049 -0.094 0.407
H -2.370115 1.192430 3.194771 -0.105 0.054 -0.048 0.205
H -1.893060 1.102898 5.609607 -0.056 0.038 0.064 0.218
H 0.176165 0.014231 6.426927 0.025 -0.004 0.138 0.225
H 3.337844 -0.945440 3.467753 -0.026 -0.032 0.011 0.177
H 2.455100 -2.493287 3.580564 0.014 0.040 0.006 0.182